1.
Computed, not measured: a structure of composition C5H12AlBrF4NO, with ωB97M-V/def2-TZVPD.

Results
* HOMO-LUMO gap: 7.40 eV
* HOMO level: -4.3617 eV
* E_LUMO: 3.04 eV

```
! RIJCOSX wB97M-V def2-TZVPD def2/J DEFGRID3
* xyz -1 1
C 1.97 -0.81 -0.53
N 1.36 -0.91 -1.85
C -0.03 -0.38 -1.99
Al -1.02 0.36 -0.38
Br -1.67 2.63 -0.98
C -2.80 -0.61 0.05
F -3.50 0.17 0.93
F -2.57 -1.79 0.69
C -3.78 -0.88 -1.06
F -3.18 -1.38 -2.15
F -4.45 0.22 -1.38
H 3.01 -1.13 -0.63
H 2.00 0.19 -0.17
H 1.47 -1.48 0.18
H 1.44 -1.84 -2.21
H 0.00 0.40 -2.74
H -0.62 -1.18 -2.44
H -0.23 0.50 0.99
H -4.52 -1.62 -0.73
C 2.73 1.53 3.07
O 2.93 1.28 1.69
H 2.11 0.72 3.46
H 3.68 1.55 3.62
H 2.20 2.47 3.22
H 3.47 2.00 1.34
*
```

***

2.
Computed, not measured: a structure of composition C34H39CuN2O4, with ωB97M-V/def2-TZVPD.

Results
* HOMO-LUMO gap (alpha / beta): 5.63 / 5.53 eV
* expectation value of S²: 0.758
* HOMO level (alpha / beta): -3.5454 / -3.4481 eV
* E_LUMO (alpha / beta): 2.08 / 2.08 eV

```
! RIJCOSX wB97M-V def2-TZVPD def2/J DEFGRID3
* xyz -1 2
O 0.09 -0.39 -7.44
C -0.07 0.91 -8.10
C -0.31 0.31 -9.50
H 0.86 1.51 -8.04
H -0.94 1.46 -7.71
C -0.09 -1.04 -8.73
H 0.48 0.53 -10.23
H -1.32 0.44 -9.88
C 1.14 -1.77 -9.22
H 2.01 -1.11 -9.27
H 0.95 -2.16 -10.23
H 1.36 -2.63 -8.57
C -1.31 -1.94 -8.76
H -2.21 -1.40 -8.45
H -1.15 -2.80 -8.10
H -1.45 -2.32 -9.77
Cu -0.52 -0.96 0.97
C -2.45 -1.18 1.72
C -2.31 0.24 1.87
C -2.25 0.81 0.57
H -2.36 0.78 2.81
C -2.55 -0.21 -0.38
C -2.61 -1.44 0.31
H -2.81 -2.41 -0.15
H -2.47 -1.91 2.52
H -2.05 1.85 0.33
H -2.83 -0.04 -1.41
C 0.75 -2.39 1.95
C -0.10 -3.08 1.02
C 0.38 -2.77 -0.29
H -0.92 -3.73 1.27
C 1.49 -1.89 -0.18
C 1.70 -1.63 1.20
H 2.51 -1.02 1.61
H 0.68 -2.48 3.03
H 0.00 -3.19 -1.22
H 2.12 -1.53 -0.99
O -0.11 -0.14 -1.66
C -0.46 -0.99 -2.78
C -0.73 -0.08 -3.97
H -1.32 -1.62 -2.49
H 0.40 -1.65 -2.99
C 0.16 1.14 -3.66
H -1.78 0.22 -3.94
H -0.52 -0.55 -4.94
C 0.11 1.20 -2.13
H -0.17 2.06 -4.15
H 1.18 0.90 -3.97
H -0.75 1.83 -1.82
H 1.01 1.60 -1.65
O 1.37 2.27 1.27
C 1.00 1.70 2.30
N 1.14 2.22 3.60
C 0.77 1.29 4.61
C 0.21 0.16 3.71
O -0.29 -0.86 4.21
N 0.34 0.47 2.40
C 1.97 0.82 5.45
C 2.44 -0.49 5.36
C 3.41 -0.95 6.26
C 3.95 -0.08 7.21
C 3.53 1.25 7.26
C 2.54 1.71 6.38
C -0.38 1.77 5.46
C -0.61 1.19 6.71
C -1.79 1.48 7.39
C -2.74 2.33 6.81
C -2.50 2.91 5.56
C -1.31 2.65 4.88
H 1.77 3.01 3.75
H 2.01 -1.18 4.64
H 3.71 -2.00 6.19
H 4.70 -0.45 7.91
H 3.95 1.94 7.99
H 2.18 2.74 6.43
H 0.14 0.52 7.14
H -1.97 1.02 8.36
H -3.68 2.54 7.33
H -3.23 3.57 5.08
H -1.07 3.11 3.92
*
```

***

3.
Computed, not measured: a cluster of 13 separate species, C16H62N4O13 in total, with ωB97M-V/def2-TZVPD.

Results
* energy relative to the best compared isomer or geometry (same formula, charge and spin): 20.0 kJ/mol
* HOMO-LUMO gap: 9.30 eV
* HOMO level: -8.9981 eV
* E_LUMO: 0.30 eV

```
! RIJCOSX wB97M-V def2-TZVPD def2/J DEFGRID3
* xyz 0 1
O 3.40 3.11 1.68
H 2.56 3.28 2.11
H 3.48 3.80 1.01
O -3.64 1.75 1.28
H -4.31 2.34 0.92
H -3.36 2.17 2.11
O -3.01 2.31 4.26
H -2.16 2.74 4.48
H -3.22 1.78 5.03
O 2.20 -2.32 -0.39
H 2.58 -2.59 0.46
H 1.35 -1.90 -0.15
O -4.98 -0.12 -0.13
H -4.32 0.43 0.35
H -5.04 -0.93 0.39
O -0.79 5.84 -0.52
H -0.95 6.70 -0.92
H -0.48 5.29 -1.27
O -0.28 3.65 -2.17
H -0.13 3.01 -2.87
H -0.69 3.13 -1.40
O -4.37 -4.51 0.10
H -4.86 -5.29 -0.20
H -4.34 -3.93 -0.66
O 4.21 0.59 2.71
H 3.81 1.42 2.41
H 5.07 0.85 3.06
C 0.12 6.32 3.59
C 0.02 4.78 3.32
C -0.08 4.20 4.75
O -0.28 2.80 4.80
C 0.27 2.18 5.98
N -1.10 4.52 2.43
H 0.67 6.59 4.50
H -0.89 6.70 3.79
H 0.43 6.93 2.74
H 0.94 4.45 2.82
H -1.00 4.59 5.21
H 0.80 4.55 5.30
H -0.29 1.26 6.06
H 0.21 2.89 6.81
H 1.35 2.06 5.82
H -0.92 5.09 1.59
H -1.89 4.97 2.88
C -0.79 -6.53 -0.74
C -0.31 -7.55 -1.76
C 1.20 -7.52 -1.97
O 1.72 -6.33 -2.50
C 1.22 -5.97 -3.77
N -0.79 -8.87 -1.31
H -0.57 -6.77 0.30
H -1.87 -6.39 -0.72
H -0.31 -5.58 -1.00
H -0.75 -7.37 -2.75
H 1.55 -8.38 -2.56
H 1.69 -7.68 -1.00
H 0.21 -5.57 -3.66
H 1.13 -6.83 -4.45
H 1.87 -5.26 -4.26
H -0.26 -9.65 -1.68
H -1.74 -9.02 -1.61
C 0.33 0.97 1.83
C -0.17 0.99 0.38
C -1.14 -0.16 0.14
O -0.45 -1.39 -0.05
C -0.99 -2.43 0.73
N -0.84 2.28 0.05
H 0.48 -0.07 2.11
H -0.32 1.44 2.58
H 1.27 1.51 1.93
H 0.63 0.85 -0.34
H -1.93 0.00 -0.61
H -1.77 -0.23 1.04
H -0.48 -3.34 0.41
H -2.06 -2.53 0.54
H -0.91 -2.28 1.82
H -0.42 2.95 0.69
H -1.80 2.17 0.38
C -0.04 0.58 -5.37
C 1.41 1.00 -5.13
C 1.89 0.62 -3.76
O 3.06 1.32 -3.37
C 3.42 1.10 -2.01
N 2.20 0.30 -6.16
H -0.12 -0.50 -5.33
H -0.29 0.99 -6.35
H -0.74 1.02 -4.66
H 1.59 2.07 -5.27
H 2.00 -0.46 -3.56
H 1.14 0.89 -3.00
H 2.73 1.70 -1.42
H 4.49 1.25 -1.90
H 3.38 0.02 -1.82
H 1.99 0.58 -7.11
H 3.18 0.57 -6.03
*
```

***

4.
Computed, not measured: a structure of composition C17H31IrO7P2, with ωB97M-V/def2-TZVPD.

Results
* energy relative to the best compared isomer or geometry (same formula, charge and spin): 0.0 kJ/mol
* HOMO-LUMO gap: 9.61 eV
* HOMO level: -9.3123 eV
* E_LUMO: 0.30 eV

```
! RIJCOSX wB97M-V def2-TZVPD def2/J DEFGRID3
* xyz 0 1
Ir 0.18 0.33 1.03
C 2.08 1.15 0.73
C 1.10 2.20 0.64
C 0.41 2.25 1.95
C 1.05 1.23 2.75
C 2.06 0.53 2.03
C 2.98 -0.54 2.54
C 2.25 -1.41 3.57
C 3.48 -1.43 1.40
C 4.17 0.17 3.20
C -0.67 3.14 2.57
C -2.07 2.91 1.99
C -0.81 2.77 4.06
C -0.25 4.61 2.50
C 1.06 3.02 -0.65
C 1.50 2.14 -1.83
C -0.28 3.64 -1.06
C 2.09 4.14 -0.47
H 2.69 0.81 -0.09
H 0.75 0.96 3.75
H 1.35 -1.86 3.13
H 1.96 -0.84 4.45
H 2.90 -2.22 3.90
H 2.66 -1.96 0.91
H 4.19 -2.15 1.79
H 4.00 -0.84 0.63
H 3.84 0.81 4.02
H 4.71 0.78 2.47
H 4.86 -0.57 3.61
H -2.40 1.89 2.20
H -2.14 3.05 0.92
H -2.78 3.60 2.46
H -1.11 1.73 4.19
H -1.58 3.40 4.50
H 0.12 2.95 4.61
H -0.25 5.00 1.49
H 0.75 4.75 2.92
H -0.95 5.21 3.08
H 0.89 1.24 -1.90
H 2.55 1.86 -1.77
H 1.38 2.70 -2.75
H -1.04 2.88 -1.19
H -0.13 4.14 -2.02
H -0.62 4.39 -0.36
H 3.08 3.73 -0.24
H 1.82 4.83 0.33
H 2.17 4.72 -1.39
O -3.73 -0.40 0.03
P -2.17 -0.58 0.17
O -1.75 -0.50 1.63
O -1.34 0.45 -0.59
O -1.93 -2.04 -0.41
P -0.44 -2.72 -0.21
O -0.59 -3.45 1.21
O -0.15 -3.64 -1.30
O 0.46 -1.52 0.05
H -4.09 -0.72 -0.81
H -0.91 -4.35 1.10
*
```

***

5.
Computed, not measured: an isolated molecule of C22H30N4O4, with ωB97M-V/def2-TZVPD.

Results
* energy relative to the best compared isomer or geometry (same formula, charge and spin): 349.2 kJ/mol
* HOMO-LUMO gap: 9.29 eV
* HOMO level: -8.6660 eV
* SMILES: CCN(CCn1cccn1)C(=O)c1ccc(OC2CCN(C(=O)COC)CC2)cc1
* E_LUMO: 0.62 eV

```
! RIJCOSX wB97M-V def2-TZVPD def2/J DEFGRID3
* xyz 0 1
C -3.71 -3.30 -0.23
C -4.08 -1.91 -0.75
N -4.39 -0.99 0.32
C -5.75 -0.97 0.82
C -6.70 -0.19 -0.10
N -6.25 1.16 -0.28
C -5.31 1.60 -1.13
C -5.13 2.94 -0.87
C -6.02 3.21 0.17
N -6.69 2.13 0.52
C -3.46 -0.21 0.94
O -3.73 0.48 1.90
C -2.08 -0.26 0.36
C -1.12 -1.09 0.92
C 0.18 -1.09 0.43
C 0.54 -0.25 -0.62
O 1.76 -0.18 -1.20
C 2.84 -0.95 -0.70
C 3.43 -0.34 0.58
C 4.04 1.03 0.27
N 5.05 0.90 -0.75
C 6.39 0.92 -0.58
O 7.17 0.73 -1.50
C 6.91 1.28 0.81
O 6.42 0.37 1.77
C 7.01 0.55 3.04
C 4.51 0.41 -2.01
C 3.91 -0.98 -1.81
C -0.43 0.60 -1.16
C -1.72 0.60 -0.67
H -3.53 -3.97 -1.06
H -4.51 -3.71 0.38
H -2.81 -3.25 0.38
H -4.95 -1.99 -1.40
H -3.25 -1.51 -1.33
H -5.72 -0.47 1.79
H -6.12 -1.99 0.95
H -7.69 -0.16 0.35
H -6.77 -0.67 -1.08
H -4.86 0.96 -1.86
H -4.47 3.63 -1.36
H -6.21 4.14 0.67
H -1.38 -1.73 1.75
H 0.90 -1.76 0.89
H 2.51 -1.98 -0.51
H 2.65 -0.22 1.33
H 4.20 -1.00 0.97
H 4.46 1.45 1.18
H 3.26 1.70 -0.11
H 8.01 1.23 0.76
H 6.63 2.31 1.07
H 6.80 1.55 3.43
H 8.09 0.40 3.00
H 6.56 -0.20 3.69
H 5.32 0.38 -2.73
H 3.74 1.11 -2.35
H 3.45 -1.32 -2.74
H 4.69 -1.68 -1.52
H -0.14 1.25 -1.96
H -2.45 1.27 -1.09
*
```

***

Q: Which formula does entry 5 have?
A: C22H30N4O4